Entry from the OMol25 dataset: a molecular structure, C48H60N12O4P at a distorted geometry (ωB97M-V/def2-TZVPD).

The calculation puts the molecular weight at 900.062 g/mol. Its spin multiplicity is 1. The energy comes out at -3163.9877 Ha. The value obtained for the HOMO energy is -0.93 eV. For the LUMO energy, the calculation gives 6.3 eV. The net charge is -3. The energy above the lowest of the compared OMol25 structures with the same formula, charge and spin is 401.4 kJ/mol.

Cartesian coordinates (Å):
P 0.046 -0.134 0.025
O 0.740 0.930 0.802
O 0.422 -1.596 0.757
O 0.464 -0.071 -1.349
O -1.413 0.028 0.133
N -3.269 -0.464 1.821
C -4.525 0.001 1.656
C -5.329 -0.368 2.662
C -4.433 -1.117 3.637
C -3.178 -1.125 2.982
H -2.368 -0.265 1.263
H -4.559 0.476 0.792
H -6.418 -0.379 2.794
H -4.627 -1.586 4.672
H -2.390 -1.542 3.562
N 0.705 3.462 -0.031
C 0.090 4.627 0.427
C 0.423 5.612 -0.347
C 1.565 5.078 -1.299
C 1.602 3.680 -0.958
H 0.466 2.448 0.456
H -0.520 4.281 1.315
H 0.068 6.505 -0.262
H 2.073 5.692 -1.976
H 2.250 2.827 -1.158
N -2.633 2.379 0.480
C -3.017 3.273 -0.467
C -3.615 4.347 0.138
C -3.574 4.118 1.605
C -2.887 2.930 1.720
H -2.188 1.340 0.270
H -2.823 3.231 -1.606
H -4.054 5.284 -0.199
H -3.910 4.603 2.491
H -2.590 2.224 2.511
N 0.074 2.022 2.909
C 0.637 3.300 3.376
C 0.126 3.405 4.585
C -0.557 2.161 4.989
C -0.593 1.468 3.970
H 0.325 1.545 1.947
H 1.444 3.794 3.051
H 0.378 4.129 5.294
H -0.724 1.877 6.064
H -0.988 0.490 3.529
N -0.369 1.215 -3.570
C -0.731 2.536 -3.412
C -1.076 3.136 -4.538
C -1.098 2.012 -5.537
C -0.576 0.896 -4.850
H 0.190 0.689 -3.000
H -0.781 2.874 -2.213
H -1.341 4.172 -4.695
H -1.479 1.829 -6.410
H -0.330 -0.061 -5.292
N 2.624 -2.721 0.355
C 3.277 -2.900 -0.790
C 4.380 -3.567 -0.690
C 4.382 -3.965 0.848
C 3.338 -3.303 1.419
H 1.983 -2.183 0.460
H 2.930 -2.364 -1.669
H 5.158 -3.721 -1.487
H 5.253 -4.629 1.430
H 2.838 -3.100 2.414
N 3.156 1.440 1.689
C 4.069 0.422 1.974
C 5.275 1.108 2.136
C 4.981 2.534 2.127
C 3.644 2.705 1.820
H 2.086 1.251 1.160
H 3.540 -0.549 1.948
H 6.266 0.556 2.307
H 5.658 3.488 2.208
H 3.043 3.780 1.568
N 0.479 -2.053 3.041
C 1.470 -1.391 3.908
C 1.271 -1.950 5.101
C 0.132 -2.977 5.032
C -0.222 -3.089 3.731
H 0.377 -1.947 1.853
H 2.015 -0.642 3.529
H 1.735 -1.497 5.972
H -0.303 -3.436 5.849
H -0.798 -3.789 3.147
N 0.249 -1.974 -3.211
C -0.832 -2.730 -3.258
C -1.026 -3.197 -4.465
C 0.285 -2.945 -5.218
C 0.989 -2.064 -4.296
H 0.488 -1.566 -2.199
H -1.111 -2.804 -2.162
H -1.945 -3.748 -4.692
H 0.625 -3.312 -6.110
H 1.890 -1.451 -4.597
N 2.592 0.753 -2.247
C 2.921 1.396 -3.466
C 4.318 1.538 -3.434
C 4.781 1.029 -2.099
C 3.691 0.474 -1.419
H 1.730 0.380 -1.715
H 2.185 1.686 -4.228
H 4.959 2.037 -4.203
H 5.842 0.969 -1.620
H 3.494 -0.002 -0.478
N -0.657 -3.560 0.077
C -1.874 -3.930 0.549
C -2.116 -5.270 0.058
C -0.976 -5.682 -0.660
C -0.109 -4.657 -0.650
H -0.056 -2.646 0.321
H -2.536 -3.175 1.102
H -2.983 -5.754 0.306
H -0.856 -6.593 -1.025
H 0.921 -4.433 -1.146
N -3.141 -0.875 -1.527
C -3.933 -1.921 -1.097
C -4.658 -2.314 -2.214
C -4.222 -1.477 -3.386
C -3.251 -0.603 -2.875
H -2.416 -0.595 -0.647
H -4.065 -2.286 -0.163
H -5.115 -3.115 -2.076
H -4.761 -1.491 -4.314
H -2.516 0.191 -3.384

Forces on atoms 1 to 6 (eV/Å):
0.917 -3.969 4.191
1.310 0.661 0.359
-0.003 5.597 -4.121
0.762 -1.256 -3.311
-2.439 0.352 0.817
2.557 -0.471 0.768